Record 1
{
  "formula": "C25H33ErN3OSSe2",
  "method": "ωB97M-V/def2-TZVPD",
  "homo_ev": [-10.485, -10.488],
  "charge": 1,
  "spin_multiplicity": 4,
  "e_lumo_ev": [-2.86, -2.85],
  "relative_energy_ev": 1.240,
  "energy_ha": -7427.88800,
  "elements": ["Er", "C", "C", "C", "C", "C", "C", "C", "C", "C", "H", "H", "H", "H", "H", "H", "H", "H", "H", "H", "H", "H", "C", "N", "C", "C", "C", "C", "C", "N", "C", "C", "C", "C", "C", "C", "H", "H", "H", "H", "H", "H", "H", "H", "H", "H", "H", "C", "Se", "C", "C", "Se", "C", "H", "H", "H", "H", "H", "H", "H", "H", "H", "H", "O", "S", "N"],
  "xyz": [[-1.136, 0.710, -0.071], [-0.191, 3.319, -2.219], [-0.193, 3.049, -0.709], [-1.394, 3.354, -0.083], [-1.577, 3.206, 1.282], [-2.862, 3.449, 1.985], [-0.453, 2.644, 1.911], [0.729, 2.307, 1.329], [1.772, 1.762, 2.317], [0.911, 2.526, -0.025], [-1.170, 2.929, -2.625], [0.672, 2.985, -2.814], [-0.131, 4.352, -2.407], [-2.165, 3.730, -0.757], [-3.035, 4.505, 2.192], [-2.853, 3.006, 2.991], [-3.730, 3.138, 1.392], [-0.547, 2.490, 2.989], [2.460, 2.565, 2.613], [2.388, 0.910, 1.920], [1.328, 1.391, 3.235], [1.867, 2.335, -0.564], [1.887, -1.120, -1.127], [0.831, -0.832, -0.112], [0.903, -1.392, 1.052], [-0.036, -1.237, 2.047], [-0.013, -1.873, 3.293], [-1.200, -1.445, 3.918], [-1.798, -0.552, 3.042], [-1.128, -0.434, 1.918], [3.174, -1.607, -0.495], [4.047, -0.645, 0.016], [5.162, -1.051, 0.754], [5.366, -2.384, 1.022], [4.455, -3.337, 0.529], [3.345, -2.968, -0.235], [2.180, -0.224, -1.648], [1.553, -1.828, -1.926], [1.674, -2.021, 1.275], [0.754, -2.545, 3.636], [-1.563, -1.624, 4.931], [-2.682, 0.078, 3.215], [3.974, 0.337, -0.374], [5.957, -0.341, 1.084], [6.213, -2.787, 1.571], [4.614, -4.372, 0.725], [2.725, -3.691, -0.701], [-1.813, 0.873, -4.436], [-0.597, 0.099, -3.133], [-1.257, -1.695, -3.201], [-2.631, -1.909, -2.510], [-2.628, -1.744, -0.605], [-1.880, -3.494, -0.067], [-1.727, 0.212, -5.311], [-1.439, 1.863, -4.802], [-2.819, 1.108, -4.000], [-0.499, -2.363, -2.756], [-1.406, -1.876, -4.233], [-3.144, -2.853, -2.686], [-3.371, -1.124, -2.822], [-2.084, -3.471, 1.022], [-0.765, -3.489, -0.209], [-2.328, -4.317, -0.581], [-3.394, 0.889, 0.885], [-4.143, 1.141, -0.378], [-3.161, 1.379, -1.469]]
}

Record 2
{
  "formula": "C25H33KNO9PS3Te",
  "method": "ωB97M-V/def2-TZVPD",
  "homo_ev": -2.069,
  "charge": -2,
  "spin_multiplicity": 1,
  "e_lumo_ev": 3.84,
  "relative_energy_ev": 0.522,
  "energy_ha": -4108.53079,
  "elements": ["K", "C", "C", "S", "C", "C", "S", "C", "C", "S", "H", "H", "H", "H", "H", "H", "H", "H", "H", "H", "H", "H", "O", "C", "C", "C", "N", "C", "C", "C", "O", "O", "C", "O", "O", "H", "H", "H", "C", "C", "O", "C", "C", "C", "C", "C", "C", "H", "H", "H", "H", "H", "H", "H", "H", "C", "C", "O", "P", "O", "Te", "O", "C", "C", "H", "H", "H", "H", "H", "H", "H", "H", "H", "H"],
  "xyz": [[-0.297, -0.117, 0.074], [-4.105, 1.303, 1.021], [-3.654, 1.775, 2.400], [-1.853, 1.945, 2.548], [-1.501, 1.113, 4.118], [-2.026, -0.314, 4.273], [-1.416, -1.400, 2.956], [-2.909, -2.261, 2.418], [-4.044, -1.416, 1.836], [-3.549, -0.332, 0.468], [-3.704, 1.970, 0.254], [-5.197, 1.359, 0.971], [-4.018, 1.103, 3.177], [-4.131, 2.742, 2.584], [-1.852, 1.715, 4.962], [-0.406, 1.096, 4.135], [-3.118, -0.334, 4.289], [-1.692, -0.692, 5.242], [-3.320, -2.865, 3.234], [-2.525, -2.941, 1.655], [-4.504, -0.803, 2.614], [-4.822, -2.094, 1.477], [5.165, -3.836, 1.140], [3.986, -3.125, 1.193], [2.820, -3.624, 0.637], [1.675, -2.843, 0.723], [1.660, -1.654, 1.313], [2.782, -1.178, 1.850], [3.980, -1.884, 1.809], [2.721, 0.225, 2.511], [3.784, 0.877, 2.436], [1.630, 0.536, 3.030], [0.373, -3.417, 0.109], [0.428, -4.602, -0.275], [-0.617, -2.647, 0.061], [4.976, -4.654, 0.669], [2.757, -4.586, 0.143], [4.877, -1.444, 2.221], [-1.562, -2.318, -3.093], [-0.295, -1.551, -2.848], [-0.312, -0.393, -2.487], [1.018, -2.254, -2.968], [1.114, -3.622, -3.205], [2.356, -4.238, -3.237], [3.507, -3.496, -3.026], [3.419, -2.132, -2.781], [2.183, -1.514, -2.753], [-2.403, -1.631, -3.036], [-1.643, -3.070, -2.302], [-1.542, -2.816, -4.064], [0.218, -4.217, -3.310], [2.421, -5.308, -3.392], [4.475, -3.983, -3.031], [4.316, -1.556, -2.587], [2.091, -0.454, -2.557], [2.629, 2.189, -1.103], [1.668, 3.354, -1.043], [0.699, 3.263, -2.099], [-0.868, 3.216, -1.635], [-1.009, 2.252, -0.526], [-2.200, 3.059, -3.659], [-1.081, 4.693, -0.978], [-0.953, 5.874, -1.750], [-1.685, 6.992, -1.038], [3.424, 2.306, -0.364], [3.063, 2.098, -2.101], [2.118, 1.256, -0.864], [2.198, 4.304, -1.173], [1.166, 3.371, -0.073], [-1.371, 5.708, -2.748], [0.111, 6.115, -1.862], [-2.725, 6.704, -0.875], [-1.666, 7.902, -1.642], [-1.230, 7.204, -0.069]]
}

Record 3
{
  "formula": "C25H33N2OPbS2",
  "method": "ωB97M-V/def2-TZVPD",
  "homo_ev": [-10.785, -10.448],
  "charge": 1,
  "spin_multiplicity": 1,
  "e_lumo_ev": [-4.53, -4.38],
  "relative_energy_ev": 0.000,
  "energy_ha": -2146.18428,
  "elements": ["Pb", "C", "C", "C", "C", "C", "C", "C", "C", "C", "C", "H", "H", "H", "H", "H", "H", "H", "H", "H", "H", "H", "H", "H", "H", "H", "C", "C", "S", "C", "C", "S", "H", "H", "H", "H", "H", "H", "C", "N", "N", "C", "O", "C", "C", "C", "C", "C", "C", "C", "C", "C", "H", "H", "H", "H", "H", "H", "H", "H", "H", "H", "H", "H"],
  "xyz": [[0.441, 0.224, -0.335], [3.008, 0.515, 1.254], [3.095, 1.798, 0.572], [2.004, 2.621, 0.981], [1.281, 1.906, 1.913], [1.918, 0.568, 2.081], [1.474, -0.447, 3.083], [0.097, 2.351, 2.693], [1.734, 4.010, 0.487], [4.173, 2.195, -0.363], [4.001, -0.595, 1.127], [1.900, -0.234, 4.067], [1.791, -1.450, 2.797], [0.388, -0.451, 3.195], [-0.674, 1.577, 2.717], [-0.346, 3.254, 2.280], [0.375, 2.551, 3.733], [2.385, 4.739, 0.974], [0.703, 4.302, 0.676], [1.901, 4.088, -0.588], [4.994, 2.665, 0.191], [3.826, 2.927, -1.092], [4.597, 1.338, -0.886], [4.848, -0.444, 1.800], [4.401, -0.666, 0.115], [3.552, -1.557, 1.374], [-2.606, -3.223, 1.692], [-1.442, -2.514, 1.053], [-1.669, -0.837, 0.824], [-0.294, -3.230, 0.675], [-0.218, -4.722, 0.880], [1.072, -2.519, -0.007], [-3.410, -2.524, 1.905], [-2.305, -3.700, 2.627], [-2.992, -4.005, 1.035], [-1.062, -5.126, 1.431], [0.700, -4.976, 1.408], [-0.172, -5.220, -0.091], [-6.021, 2.396, -0.693], [-4.691, 2.548, -1.268], [-3.606, 2.403, -0.411], [-2.525, 1.945, -1.120], [-1.363, 1.884, -0.653], [-3.014, 1.654, -2.430], [-4.328, 2.008, -2.466], [-5.322, 1.859, -3.563], [-3.558, 3.138, 0.811], [-3.789, 4.507, 0.805], [-3.756, 5.201, 2.004], [-3.483, 4.529, 3.190], [-3.251, 3.162, 3.181], [-3.294, 2.457, 1.987], [-6.074, 2.964, 0.232], [-6.252, 1.348, -0.491], [-6.747, 2.809, -1.388], [-2.425, 1.272, -3.246], [-4.838, 1.444, -4.443], [-5.761, 2.822, -3.827], [-6.130, 1.188, -3.267], [-3.992, 5.012, -0.131], [-3.939, 6.267, 2.014], [-3.459, 5.075, 4.124], [-3.046, 2.640, 4.107], [-3.136, 1.385, 1.954]]
}